{"formula": "C33H30IrN4OS3", "method": "wB97M-V/def2-TZVPD", "elements": ["Ir", "C", "C", "C", "C", "N", "N", "H", "H", "H", "H", "H", "H", "H", "H", "H", "H", "H", "H", "O", "C", "C", "C", "C", "C", "S", "C", "C", "C", "C", "S", "C", "C", "C", "C", "S", "H", "H", "H", "H", "H", "H", "H", "H", "H", "N", "C", "C", "C", "C", "C", "C", "C", "H", "H", "H", "H", "H", "N", "C", "C", "C", "C", "C", "C", "C", "C", "C", "H", "H", "H", "H"], "coordinates": [[-0.47422, 0.43725, 0.21484], [-2.66738, 3.41705, -3.01296], [-1.46647, 3.82610, -2.15955], [-1.72805, 5.16615, -1.48251], [-0.19820, 3.90133, -3.00347], [-1.23654, 2.87757, -1.03645], [-1.00180, 1.52292, -1.45777], [-2.87071, 4.17524, -3.76898], [-3.56483, 3.30898, -2.39959], [-2.49634, 2.47943, -3.54753], [-1.89905, 5.93556, -2.23454], [-0.87735, 5.45999, -0.86835], [-2.61493, 5.11927, -0.84692], [-0.26659, 4.74471, -3.68997], [-0.04837, 3.01374, -3.62373], [0.67842, 4.04640, -2.37097], [-2.06279, 2.83668, -0.44387], [-0.27137, 1.52279, -2.16544], [-1.83859, 1.10847, -1.87491], [-2.33375, 0.25127, 0.67177], [-2.28440, -0.69248, 1.73848], [-2.62882, -2.06554, 1.21523], [-2.75299, -3.21931, 1.93460], [-3.11423, -4.32797, 1.12739], [-3.27586, -3.98063, -0.17976], [-2.98667, -2.31972, -0.44018], [-0.79984, -0.62803, 2.19421], [-0.14745, 0.49082, 2.71000], [1.12304, 0.19127, 3.25450], [1.40320, -1.14245, 3.16063], [0.17096, -2.04592, 2.41809], [-3.22001, -0.28274, 2.84051], [-3.00461, -0.31260, 4.18554], [-4.15749, 0.05905, 4.93025], [-5.21193, 0.36277, 4.12787], [-4.82708, 0.19387, 2.46934], [-2.61161, -3.27216, 3.00565], [-3.25869, -5.32954, 1.50341], [-3.56042, -4.61468, -1.00351], [-0.62229, 1.46418, 2.76468], [1.78196, 0.91747, 3.70616], [2.30080, -1.63808, 3.49814], [-2.06297, -0.59960, 4.63476], [-4.19301, 0.10926, 6.00809], [-6.19730, 0.68625, 4.42104], [1.45280, 1.28622, 0.20691], [2.54562, 1.51775, 0.46092], [3.90125, 1.82123, 0.79633], [4.29060, 3.14494, 0.99835], [5.59804, 3.40724, 1.36645], [6.49778, 2.36157, 1.52933], [6.10428, 1.04627, 1.31886], [4.80095, 0.76517, 0.94975], [3.57940, 3.94855, 0.86498], [5.91643, 4.42754, 1.52847], [7.51730, 2.57417, 1.82173], [6.81376, 0.23986, 1.44181], [4.47679, -0.25151, 0.77278], [2.49089, -7.47575, -5.00028], [2.19004, -6.53937, -4.40693], [1.81083, -5.36909, -3.66457], [1.99042, -5.33402, -2.28341], [1.60912, -4.21416, -1.57014], [1.04283, -3.11496, -2.22109], [0.87570, -3.15843, -3.60746], [1.25710, -4.27518, -4.32602], [0.61827, -1.97300, -1.46888], [0.25391, -1.00721, -0.84015], [2.42886, -6.18351, -1.77829], [1.74093, -4.18374, -0.49695], [0.44138, -2.30940, -4.11729], [1.13129, -4.30561, -5.39946]], "homo_ev": -10.51, "spin_multiplicity": 1, "e_above_lowest_kj_mol": 0.0, "charge": 1, "largest_force_ev_per_a": 1.92, "total_energy_ev": -78051.64757}

{"formula": "C4H10O2", "method": "wB97M-V/def2-TZVPD", "elements": ["C", "C", "C", "O", "C", "O", "H", "H", "H", "H", "H", "H", "H", "H", "H", "H"], "coordinates": [[1.03609, -0.84668, 0.75436], [-0.01386, -0.30286, -0.24038], [0.49015, 0.64548, -1.30953], [-0.66295, -1.30459, -1.00793], [-1.16194, 0.37819, 0.60364], [-0.74198, 1.42293, 1.44120], [1.55388, -0.00249, 1.32823], [1.83379, -1.36977, 0.20911], [0.58031, -1.59969, 1.42525], [1.33020, 0.19449, -1.87529], [-0.34306, 0.83947, -2.01421], [0.78528, 1.62847, -0.81330], [-0.73136, -2.11404, -0.46534], [-1.95479, 0.73897, -0.06812], [-1.58116, -0.46206, 1.16800], [-0.41861, 2.15416, 0.86430]], "homo_ev": -9.71, "spin_multiplicity": 1, "smiles": "CC(C)(O)CO", "e_above_lowest_kj_mol": 80.7, "charge": 0, "largest_force_ev_per_a": 1.71, "total_energy_ev": -8404.71105}

no.,frontier orbital gap (eV)
1,7.18
2,10.51